Entry from OMol25: a structure of composition C4H4LiO5V (ωB97M-V/def2-TZVPD).

```
15
Properties=species:S:1:pos:R:3:mulliken_spin:R:1
O 1.7947 -2.5620 0.1218 0.00
C 0.9912 -1.6269 0.3468 -0.02
O 1.0674 -0.9170 1.4007 0.00
O 0.1138 -1.3617 -0.6122 0.00
C -1.1888 -0.7743 -0.3313 0.02
C -1.2864 0.7325 -0.1863 -0.22
H -1.5570 -1.2267 0.6017 -0.01
H -1.8152 -1.1739 -1.1398 -0.01
H -1.5580 1.7046 -0.6231 -0.01
H -2.3350 0.7650 0.1775 0.01
O 0.2913 2.2255 -2.0054 0.01
O 1.1943 2.3829 0.0370 0.01
C 1.0348 2.6190 -1.1350 0.01
Li 2.7681 -1.9282 1.9320 0.00
V 0.4850 1.1412 1.4157 3.20
```

As for the spin multiplicity: 4. For the orbital gap (spin up / spin down), the calculation gives 5.69 / 5.75 eV. For the LUMO energy (spin up / spin down), the calculation gives -6.07 / -5.97 eV. As for the charge: +1. The energy above the lowest of the compared OMol25 structures with the same formula, charge and spin comes out at 297.6 kJ/mol. Its HOMO energy (spin up / spin down) is -11.75 / -11.73 eV.